Entry from OMol25: a structure of composition C25H30FeN8S at a distorted geometry (the ωB97M-V functional and the def2-TZVPD basis).

## Properties
Total charge: +2
HOMO-LUMO gap (spin up / spin down) in eV: 6.32 / 6.23
Spin multiplicity: 5

Element x y z (Å)
1 Fe -0.76 -0.31 0.21
2 C -1.77 -1.56 -4.08
3 C -1.14 -1.13 -2.80
4 N -1.68 -1.21 -1.65
5 C -2.97 -1.82 -1.42
6 C -3.88 -0.86 -0.65
7 N -3.14 -0.07 0.34
8 C -3.40 -0.40 1.75
9 C -3.01 -1.84 2.06
10 N -1.61 -2.11 1.68
11 C -0.71 -2.13 2.83
12 C 0.71 -2.33 2.35
13 N 1.01 -1.27 1.40
14 C 2.08 -1.23 0.78
15 C 4.54 -1.54 1.37
16 C 2.13 -0.32 -1.51
17 C 2.93 0.03 -2.59
18 C 2.31 0.08 -3.83
19 C 0.97 -0.26 -3.94
20 C 0.27 -0.64 -2.80
21 N 0.86 -0.64 -1.60
22 H -2.84 -1.34 -4.09
23 H -1.65 -2.64 -4.21
24 H -1.33 -1.07 -4.94
25 H -2.78 -2.71 -0.81
26 H -3.48 -2.14 -2.32
27 H -4.68 -1.44 -0.18
28 H -4.35 -0.18 -1.36
29 H -3.41 0.90 0.23
30 H -4.45 -0.26 2.02
31 H -2.81 0.29 2.36
32 H -3.67 -2.52 1.53
33 H -3.17 -2.00 3.13
34 H -1.57 -3.01 1.23
35 H -0.96 -2.92 3.55
36 H -0.77 -1.17 3.34
37 H 0.84 -3.31 1.89
38 H 1.40 -2.27 3.20
39 H 4.46 -2.45 1.97
40 H 4.47 -0.68 2.03
41 H 5.49 -1.53 0.86
42 H 3.98 0.26 -2.46
43 H 2.88 0.37 -4.70
44 H 0.49 -0.21 -4.91
45 N 1.95 3.10 1.14
46 C 0.68 3.64 1.21
47 C 0.20 4.89 1.59
48 C -1.16 5.11 1.45
49 C -2.01 4.13 0.94
50 C -1.53 2.89 0.57
51 C -0.17 2.64 0.73
52 N 0.59 1.51 0.40
53 C 1.86 1.84 0.64
54 C 3.01 1.05 0.31
55 C 4.28 1.58 0.12
56 S 5.58 0.95 -0.71
57 C 3.41 -1.57 0.37
58 N 2.68 -0.30 -0.16
59 H 2.79 3.58 1.40
60 H 0.86 5.66 1.96
61 H -1.57 6.08 1.73
62 H -3.06 4.36 0.82
63 H -2.17 2.14 0.13
64 H 4.43 2.60 0.49
65 H 3.51 -2.31 -0.42



Entry from OMol25: a structure of composition C13H24FeN2O2P2Se2Te2 (the ωB97M-V functional and the def2-TZVPD basis).

## Properties
Total charge: 0
HOMO-LUMO gap in eV: 6.28
Energy above the lowest of the compared OMol25 structures with the same formula, charge and spin in kcal per mole: 0.0

Element x y z (Å)
1 Fe 0.36 -0.09 0.22
2 C 0.58 -0.47 3.71
3 P 0.29 0.66 2.31
4 C 1.38 2.05 2.76
5 C -1.39 1.32 2.64
6 C -1.80 2.13 1.41
7 P -1.57 1.12 -0.13
8 C -1.62 2.42 -1.39
9 C -3.21 0.34 -0.31
10 H 0.44 0.04 4.66
11 H 1.61 -0.85 3.66
12 H -0.11 -1.32 3.66
13 H 1.21 2.35 3.79
14 H 1.19 2.90 2.10
15 H 2.42 1.74 2.62
16 H -1.42 1.92 3.56
17 H -2.06 0.46 2.78
18 H -1.15 3.00 1.30
19 H -2.83 2.50 1.48
20 H -2.57 2.96 -1.32
21 H -1.53 1.98 -2.38
22 H -0.81 3.12 -1.22
23 H -3.99 1.09 -0.23
24 H -3.37 -0.42 0.46
25 H -3.29 -0.14 -1.29
26 Se -1.13 -0.46 -3.61
27 Te 0.93 -0.69 -2.31
28 Te 2.02 1.52 -0.99
29 Se 2.83 -0.41 0.40
30 O -4.96 -2.25 -3.31
31 C -4.21 -3.46 -3.27
32 N -3.13 -3.27 -2.35
33 C -2.91 -4.10 -1.30
34 O -3.55 -5.11 -1.08
35 C -1.81 -3.68 -0.37
36 C -1.23 -4.62 0.48
37 C -0.20 -4.21 1.31
38 C 0.20 -2.89 1.28
39 N -0.38 -1.97 0.50
40 C -1.37 -2.38 -0.30
41 H -5.30 -2.12 -4.20
42 H -3.83 -3.69 -4.27
43 H -4.81 -4.29 -2.91
44 H -2.48 -2.52 -2.57
45 H -1.59 -5.64 0.45
46 H 0.30 -4.91 1.96
47 H 1.02 -2.54 1.90
48 H -1.79 -1.61 -0.94



Entry from OMol25: a cluster of 3 separate species, C4H15N2O2 in total at a distorted geometry (the ωB97M-V functional and the def2-TZVPD basis).

## Properties
Total charge: +2
HOMO-LUMO gap (spin up / spin down) in eV: 11.02 / 6.08
Spin multiplicity: 2
Energy above the lowest of the compared OMol25 structures with the same formula, charge and spin in kcal per mole: 53.5

Element x y z (Å)
1 C -1.52 -0.77 -1.09
2 C -1.40 -1.19 0.36
3 C -0.30 -0.75 1.31
4 C 0.05 -1.48 2.36
5 N 0.11 0.69 1.41
6 N -0.81 0.34 -1.56
7 H -1.38 -1.56 -1.88
8 H -2.58 -0.68 -1.31
9 H -1.61 -2.24 0.50
10 H -2.29 -0.82 0.86
11 H 0.24 -2.55 2.33
12 H 0.49 -1.06 3.26
13 H -0.52 1.32 1.92
14 H 0.24 1.15 0.51
15 H 1.11 0.80 1.77
16 H -1.09 0.70 -2.48
17 H 0.20 0.20 -1.49
18 H 3.11 1.94 1.12
19 H 2.54 2.36 2.58
20 O 2.38 1.88 1.76
21 H 0.78 -0.14 -4.27
22 H 1.57 1.10 -3.98
23 O 0.66 0.77 -3.97



Entry from OMol25: an isolated molecule of C4H7NO (the ωB97M-V functional and the def2-TZVPD basis).

## Properties
SMILES: [H]/N=C\C(C)=C/O
Total charge: 0
HOMO-LUMO gap in eV: 9.86
Energy above the lowest of the compared OMol25 structures with the same formula, charge and spin in kcal per mole: 38.5

Element x y z (Å)
1 C -0.28 1.61 0.58
2 C 0.03 0.21 0.13
3 C -1.10 -0.61 -0.36
4 N -1.10 -1.43 -1.35
5 C 1.26 -0.33 0.22
6 O 1.61 -1.60 -0.06
7 H 0.64 2.15 0.83
8 H -0.80 2.17 -0.20
9 H -0.92 1.61 1.47
10 H 0.81 -2.13 -0.21
11 H -2.05 -0.51 0.19
12 H -0.20 -1.39 -1.83
13 H 2.11 0.24 0.59



Entry from OMol25: the ion C12H4Cl4NO5 with charge -1 at a distorted geometry (the ωB97M-V functional and the def2-TZVPD basis).

## Properties
SMILES: O=C1C(Cl)=C(Cl)C(Cl)=C(Cl)[C@]1([O-])Oc1ccccc1[N+](=O)[O-]
Total charge: -1
HOMO-LUMO gap in eV: 7.14
Energy above the lowest of the compared OMol25 structures with the same formula, charge and spin in kcal per mole: 7.8

Element x y z (Å)
1 Cl -1.99 5.03 1.33
2 C -1.22 3.52 1.16
3 C -1.97 2.36 1.11
4 Cl -3.67 2.37 1.21
5 C -1.40 1.04 0.93
6 O -2.01 0.01 0.70
7 C 0.19 0.92 1.11
8 O 0.42 0.32 2.22
9 C 0.88 2.29 0.95
10 Cl 2.57 2.16 0.82
11 C 0.22 3.47 1.00
12 Cl 1.12 4.93 0.88
13 O 0.55 0.34 -0.18
14 C 0.60 -0.99 -0.35
15 C 0.19 -1.50 -1.59
16 N 0.23 -0.61 -2.71
17 O -0.14 -1.05 -3.82
18 O 0.68 0.55 -2.57
19 C 0.01 -2.88 -1.78
20 C 0.35 -3.75 -0.75
21 C 0.89 -3.24 0.45
22 C 1.03 -1.87 0.65
23 H -0.36 -3.22 -2.75
24 H 0.23 -4.83 -0.87
25 H 1.20 -3.91 1.26
26 H 1.40 -1.46 1.58



Entry from OMol25: a cluster of 2 separate species, C2H4OS3 in total at a distorted geometry (the ωB97M-V functional and the def2-TZVPD basis).

## Properties
SMILES: OC(=S)S.C=S
Total charge: 0
HOMO-LUMO gap in eV: 8.58
Energy above the lowest of the compared OMol25 structures with the same formula, charge and spin in kcal per mole: 34.5

Element x y z (Å)
1 C 0.93 -1.73 -0.90
2 C -1.36 1.57 0.42
3 O 1.56 -1.10 0.08
4 S -0.31 -1.14 -1.82
5 S 1.54 -3.43 -0.98
6 S 0.03 1.96 1.09
7 H -2.26 2.12 0.60
8 H -1.46 0.61 -0.24
9 H 2.71 -3.43 -0.34
10 H 1.28 -0.15 0.15



Quick rundown of electronic energy, same order as above: -83540.852, -219192.618, -11446.498, -7797.976, -74323.535, -36690.563 eV